Entry 1:
The following is a quantum chemistry calculation of a molecular structure, C36H51ClCoN3OP2 in a non-equilibrium geometry, from the OMol25 dataset.

For the HOMO-LUMO gap (alpha / beta), the calculation gives 6.456 / 5.631 eV. The expectation value of S² is 3.795. The calculation puts the energy relative to the best compared isomer or geometry (same formula, charge and spin) at 91.41 kcal/mol. The max |F| is 6.024 eV/Å.

ORCA input file:
```
! wB97M-V def2-TZVPD RIJCOSX def2/J DEFGRID3
* xyz 1 4
C -1.586 -1.398 -1.655
C 0.707 -1.802 -1.413
C -1.693 -2.264 -2.736
C 0.602 -2.844 -2.374
C -0.595 -3.070 -3.039
H -2.634 -2.269 -3.300
H 1.506 -3.391 -2.643
H -0.692 -3.837 -3.800
N -0.495 -1.353 -0.853
P -2.696 0.177 0.307
P 2.887 -0.091 -0.164
C -2.628 -0.304 -1.466
H -2.339 0.589 -2.046
H -3.596 -0.632 -1.854
C 0.055 1.170 1.795
O 0.604 1.989 2.418
C 2.004 -1.172 -1.279
H 2.780 -1.798 -1.743
C 4.327 0.537 -1.342
C 3.582 -0.824 1.553
C -3.321 1.976 0.354
C -3.999 -1.093 0.898
C 4.213 2.070 -1.317
H 4.318 2.489 -0.308
H 5.006 2.486 -1.955
H 3.249 2.395 -1.728
C 5.725 0.097 -0.887
H 5.984 0.415 0.130
H 5.863 -0.989 -0.974
H 6.470 0.552 -1.560
C 4.158 0.102 -2.803
H 4.853 0.694 -3.419
H 4.388 -0.957 -2.973
H 3.150 0.301 -3.176
C 4.325 0.302 2.301
H 3.630 1.117 2.551
H 4.725 -0.098 3.248
H 5.164 0.735 1.741
C 2.424 -1.281 2.445
H 1.760 -0.449 2.703
H 1.828 -2.079 1.981
H 2.831 -1.678 3.391
C 4.466 -2.039 1.264
H 5.383 -1.785 0.722
H 4.772 -2.491 2.222
H 3.914 -2.799 0.694
C -4.452 -0.701 2.309
H -5.080 -1.514 2.704
H -3.595 -0.583 2.986
H -5.058 0.217 2.324
C -3.294 -2.456 0.947
H -2.993 -2.800 -0.052
H -2.410 -2.425 1.593
H -3.998 -3.192 1.362
C -5.221 -1.236 -0.032
H -5.939 -1.901 0.473
H -5.735 -0.290 -0.239
H -4.969 -1.719 -0.985
C -2.459 2.854 -0.575
H -2.632 2.633 -1.636
H -2.720 3.912 -0.403
H -1.385 2.736 -0.379
C -3.139 2.474 1.800
H -2.078 2.462 2.092
H -3.503 3.511 1.866
H -3.703 1.866 2.520
C -4.790 2.089 -0.069
H -4.966 1.682 -1.075
H -5.476 1.607 0.639
H -5.063 3.157 -0.099
Co -0.538 -0.002 0.673
N 0.378 1.048 -0.567
C 1.111 0.819 -1.543
C 1.087 1.551 -2.827
C 1.029 2.944 -2.692
C 1.006 0.981 -4.108
C 0.900 3.776 -3.811
H 1.065 3.375 -1.688
C 0.924 1.816 -5.235
H 1.010 -0.105 -4.208
C 0.854 3.208 -5.090
H 0.816 4.857 -3.670
H 0.888 1.373 -6.233
H 0.748 3.845 -5.973
Cl -2.102 0.290 6.477
C -1.502 -0.738 5.251
C -1.218 -2.079 5.507
C -0.753 -2.863 4.448
C -0.612 -2.279 3.185
N -0.880 -0.986 2.956
C -1.299 -0.206 3.966
H -1.362 -2.473 6.502
H -0.503 -3.912 4.566
H -0.275 -2.886 2.336
H -1.493 0.853 3.795
*
```

***

Entry 2:
The following is a quantum chemistry calculation of a molecular structure, C36H51ClCrN3OP2 in a non-equilibrium geometry, from the OMol25 dataset.

For the HOMO-LUMO gap (alpha / beta), the calculation gives 6.329 / 6.777 eV. The expectation value of S² is 6.031. The max |F| is 6.974 eV/Å.

ORCA input file:
```
! wB97M-V def2-TZVPD RIJCOSX def2/J DEFGRID3
* xyz 1 5
C -0.619 0.650 2.892
C -2.240 0.323 1.193
C -1.603 1.123 3.768
C -3.256 0.812 2.032
C -2.938 1.192 3.337
H -1.318 1.454 4.770
H -4.278 0.890 1.652
H -3.716 1.562 4.011
N -0.954 0.215 1.643
P 1.868 0.940 1.669
P -1.405 -1.467 -0.806
C 0.849 0.661 3.235
H 1.052 1.378 4.049
H 1.165 -0.344 3.577
C -2.424 0.049 -0.267
H -3.490 0.006 -0.536
C -1.624 -1.525 -2.725
C -2.281 -2.972 -0.010
C 1.792 2.825 1.338
C 3.641 0.458 2.210
C -0.310 -1.083 -3.407
H 0.444 -1.885 -3.374
H -0.537 -0.866 -4.468
H 0.132 -0.187 -2.951
C -1.884 -2.975 -3.187
H -1.023 -3.628 -2.969
H -2.789 -3.417 -2.743
H -2.024 -2.964 -4.284
C -2.772 -0.606 -3.188
H -3.138 -0.959 -4.170
H -3.627 -0.608 -2.493
H -2.429 0.433 -3.320
C -1.511 -4.261 -0.379
H -0.500 -4.026 -0.745
H -1.405 -4.878 0.533
H -2.028 -4.868 -1.134
C -2.203 -2.817 1.526
H -1.230 -2.423 1.854
H -3.000 -2.165 1.918
H -2.336 -3.817 1.979
C -3.768 -3.084 -0.399
H -4.079 -2.253 -1.056
H -4.008 -4.034 -0.903
H -4.383 -3.031 0.518
C 4.592 0.638 1.008
H 5.367 -0.150 1.048
H 4.050 0.531 0.053
H 5.106 1.611 1.016
C 3.644 -1.035 2.590
H 2.848 -1.291 3.308
H 3.527 -1.677 1.705
H 4.615 -1.268 3.068
C 4.136 1.260 3.432
H 4.645 0.565 4.126
H 4.850 2.053 3.171
H 3.296 1.714 3.984
C 0.323 3.181 1.020
H -0.029 4.053 1.597
H 0.253 3.438 -0.053
H -0.343 2.325 1.204
C 2.634 3.089 0.068
H 2.437 2.300 -0.678
H 2.334 4.065 -0.359
H 3.714 3.132 0.280
C 2.256 3.721 2.500
H 1.665 3.549 3.418
H 3.323 3.594 2.739
H 2.108 4.778 2.207
Cr 0.566 -0.482 0.213
C 1.007 -2.048 1.253
O 1.309 -3.066 1.771
N -0.324 1.145 -0.884
C -1.601 1.208 -0.952
C -2.332 2.341 -1.584
C -1.692 3.049 -2.627
C -3.624 2.754 -1.192
C -2.323 4.124 -3.257
H -0.689 2.721 -2.916
C -4.255 3.836 -1.821
H -4.146 2.235 -0.382
C -3.610 4.524 -2.857
H -1.812 4.656 -4.067
H -5.257 4.142 -1.499
H -4.105 5.368 -3.351
Cl 2.403 -4.841 -3.462
C 2.725 -3.450 -2.443
C 4.027 -3.044 -2.197
C 4.211 -2.030 -1.275
C 3.070 -1.416 -0.744
N 1.846 -1.623 -1.067
C 1.671 -2.761 -1.814
H 4.871 -3.566 -2.629
H 5.202 -1.766 -0.932
H 2.971 -0.843 0.025
H 0.730 -3.170 -1.954
*
```

***

Entry 3:
The following is a quantum chemistry calculation of a molecular structure, C36H51InN9O3S2Si in a non-equilibrium geometry, from the OMol25 dataset.

For the HOMO-LUMO gap (alpha / beta), the calculation gives 6.240 / 6.808 eV. The expectation value of S² is 0.753. The calculation puts the energy relative to the best compared isomer or geometry (same formula, charge and spin) at 52.86 kcal/mol. The max |F| is 3.557 eV/Å.

ORCA input file:
```
! wB97M-V def2-TZVPD RIJCOSX def2/J DEFGRID3
* xyz 0 2
In -16.397 -7.398 13.632
O -14.983 -5.735 13.399
N -15.164 -4.953 12.293
C -14.121 -4.187 11.838
C -14.199 -3.472 10.682
C -15.344 -3.559 9.877
C -16.369 -4.386 10.282
C -16.332 -5.037 11.550
S -17.777 -5.825 12.047
H -13.279 -4.032 12.481
H -13.397 -2.860 10.385
H -15.326 -2.945 8.990
H -17.364 -4.441 9.744
C -21.688 -9.678 8.950
Si -22.858 -9.475 10.387
C -23.508 -11.174 10.776
C -24.289 -8.298 10.208
C -21.904 -8.784 11.876
C -22.203 -7.467 12.251
C -21.508 -6.857 13.298
C -20.585 -7.569 14.011
N -20.225 -8.850 13.663
C -20.779 -9.477 12.607
S -20.260 -11.053 12.076
H -22.218 -10.062 8.035
H -20.841 -10.354 9.278
H -21.191 -8.739 8.625
H -24.076 -11.664 9.978
H -24.203 -11.123 11.619
H -22.641 -11.863 11.024
H -25.022 -8.651 9.482
H -23.951 -7.308 9.840
H -24.923 -8.207 11.074
H -22.983 -6.931 11.666
H -21.825 -5.877 13.638
H -20.025 -7.190 14.845
C -16.852 -6.605 16.710
N -16.798 -6.518 18.158
C -17.327 -7.807 18.752
N -16.641 -8.976 18.246
C -16.778 -8.914 16.752
N -16.100 -7.759 16.166
C -14.675 -7.685 16.619
N -14.575 -7.594 18.056
C -15.405 -6.433 18.494
C -15.182 -8.817 18.609
H -16.471 -5.666 16.320
H -17.914 -6.721 16.338
H -18.385 -7.943 18.511
H -17.140 -7.750 19.817
H -17.890 -8.819 16.623
H -16.397 -9.830 16.295
H -14.250 -6.780 16.196
H -14.158 -8.545 16.145
H -15.014 -5.523 17.927
H -15.250 -6.340 19.578
H -15.126 -8.901 19.723
H -14.732 -9.708 18.149
N -19.505 -11.810 14.877
C -18.037 -12.052 14.863
C -17.716 -12.789 16.157
N -16.586 -13.621 16.082
H -19.802 -10.906 15.324
H -20.144 -12.447 15.392
H -19.931 -11.612 13.852
H -17.569 -11.072 14.771
H -17.894 -12.615 13.958
H -18.614 -13.388 16.392
H -17.638 -12.023 16.979
H -15.798 -13.352 16.663
H -16.271 -13.807 15.139
C -16.703 -13.135 5.672
C -16.601 -11.855 6.439
C -17.014 -10.620 5.852
C -17.123 -9.471 6.561
C -16.668 -9.368 7.839
C -16.005 -10.524 8.404
N -15.450 -10.258 9.683
C -14.283 -10.539 10.275
C -13.262 -11.315 9.617
C -12.194 -11.785 10.274
C -12.026 -11.464 11.649
C -12.886 -10.528 12.260
C -14.012 -10.004 11.604
C -14.967 -9.101 12.381
O -14.614 -8.674 13.536
O -16.056 -8.741 11.813
C -16.024 -11.759 7.743
C -15.503 -13.031 8.408
H -17.699 -13.196 5.223
H -16.499 -14.095 6.176
H -16.029 -13.123 4.823
H -17.224 -10.660 4.768
H -17.587 -8.578 6.040
H -16.686 -8.452 8.405
H -16.041 -9.625 10.273
H -13.462 -11.595 8.563
H -11.591 -12.458 9.690
H -11.177 -11.871 12.150
H -12.741 -10.220 13.292
H -14.602 -13.375 7.890
H -16.249 -13.808 8.319
H -15.324 -12.849 9.452
*
```

***

Entry 4:
The following is a quantum chemistry calculation of a molecular structure, C36H52BBrCrF5N5SSi4Te in a non-equilibrium geometry, from the OMol25 dataset.

For the HOMO-LUMO gap (alpha / beta), the calculation gives 5.671 / 5.847 eV. The expectation value of S² is 6.031. The calculation puts the energy relative to the best compared isomer or geometry (same formula, charge and spin) at 42.07 kcal/mol. The max |F| is 5.554 eV/Å.

ORCA input file:
```
! wB97M-V def2-TZVPD RIJCOSX def2/J DEFGRID3
* xyz -2 5
Cr 0.742 0.457 -0.814
B 2.999 2.518 1.921
N 2.519 1.030 1.970
C 2.798 0.179 2.966
C 1.995 -0.884 2.912
C 1.095 -0.583 1.880
N 1.482 0.519 1.244
N 2.111 3.348 2.960
C 0.888 3.012 3.364
C 0.346 4.069 4.180
C 1.395 5.037 4.127
N 2.439 4.575 3.434
H 2.927 2.921 0.845
H 4.136 2.546 2.293
H 3.793 0.373 3.592
H 1.998 -1.768 3.672
H 0.245 -1.152 1.447
H 0.407 2.044 3.234
H -0.638 4.127 4.714
H 1.425 6.136 4.494
C -2.917 -2.602 1.454
Si -3.067 -1.564 -0.129
C -4.917 -1.642 -0.418
C -2.420 -2.579 -1.551
Si -1.978 0.537 -0.122
Si -2.942 1.417 1.902
C -4.796 0.921 1.997
C -2.683 3.281 2.013
C -2.276 0.579 3.501
Si -3.340 1.822 -1.578
C -5.129 2.452 -1.070
C -3.559 0.717 -3.120
C -2.475 3.408 -2.201
H -3.151 -3.609 1.243
H -3.638 -2.267 2.164
H -1.930 -2.711 2.152
H -5.343 -2.615 -0.059
H -5.030 -1.633 -1.525
H -5.575 -0.816 -0.104
H -2.938 -3.527 -1.769
H -1.355 -2.757 -1.354
H -2.453 -2.015 -2.471
H -5.398 0.984 1.080
H -5.444 1.385 2.920
H -4.760 -0.119 2.257
H -3.175 3.796 2.860
H -2.993 3.754 1.114
H -1.613 3.515 2.020
H -2.093 -0.480 3.174
H -2.895 0.680 4.359
H -1.197 0.839 3.648
H -5.857 1.645 -0.794
H -5.366 3.014 -2.051
H -5.173 3.223 -0.306
H -4.576 0.225 -3.150
H -2.829 -0.055 -3.019
H -3.390 1.293 -4.025
H -2.369 4.206 -1.397
H -3.089 3.823 -2.989
H -1.412 3.169 -2.319
F 2.128 -1.867 -1.859
C 2.486 -0.659 -1.197
F 3.329 -1.109 -0.155
C 3.578 -0.078 -2.147
F 4.521 -0.997 -2.377
F 4.201 1.021 -1.612
F 3.069 0.321 -3.302
Br 1.599 4.106 -3.655
C 1.083 4.424 -1.885
C 0.994 5.735 -1.470
C 0.539 5.995 -0.156
C 0.149 4.941 0.640
C 0.294 3.688 0.101
N 0.703 3.413 -1.138
H 1.399 6.531 -2.017
H 0.653 6.996 0.253
H -0.138 5.106 1.665
H 0.023 2.789 0.736
S -0.180 0.572 -3.084
C 0.493 -0.256 -4.536
C 0.755 -1.641 -4.555
C 1.174 -2.252 -5.740
C 1.495 -1.498 -6.835
C 1.303 -0.120 -6.832
C 0.795 0.522 -5.713
H 0.539 -2.273 -3.774
H 1.119 -3.333 -5.704
H 1.958 -2.007 -7.722
H 1.586 0.467 -7.730
H 0.498 1.535 -5.719
C 1.454 -5.157 2.034
Te 1.479 -3.926 0.236
C 3.528 -4.513 0.057
C 3.816 -5.503 1.092
C 5.026 -6.178 1.212
C 5.347 -7.005 2.221
C 4.409 -7.070 3.377
C 3.264 -6.309 3.291
C 2.831 -5.621 2.230
H 0.789 -5.948 1.983
H 1.195 -4.602 2.964
H 4.260 -3.674 0.033
H 3.478 -5.012 -0.945
H 5.818 -5.951 0.295
H 6.219 -7.612 2.301
H 4.718 -7.686 4.212
H 2.663 -6.503 4.158
*
```